Record 1
Below is 2 unconnected molecules or ions with the total composition C11H21N2O, with properties calculated with ωB97M-V/def2-TZVPD.

Summary:
E_tot: -616.21253 a.u.
E_HOMO: -13.6906 eV

ORCA input file:
```
! RIJCOSX wB97M-V def2-TZVPD def2/J DEFGRID3
* xyz 1 1
C -1.240 -2.308 1.775
C -0.835 -1.091 0.930
O -1.967 -0.267 0.650
C 0.179 -0.188 1.637
C 1.569 -0.015 0.961
C 2.678 -0.043 2.047
C 2.765 -1.523 2.263
N 2.406 -2.151 1.203
C 2.058 -1.200 0.121
H -0.572 -3.156 1.618
H -2.249 -2.629 1.520
H -1.253 -2.041 2.831
H -0.452 -1.461 -0.024
H -2.626 -0.809 0.212
H 0.292 -0.491 2.678
H -0.273 0.803 1.673
H 1.537 0.874 0.338
H 2.486 0.474 2.981
H 3.624 0.263 1.587
H 3.037 -2.047 3.171
H 2.367 -3.160 1.125
H 1.426 -1.587 -0.669
H 3.016 -0.924 -0.330
C -2.375 2.930 -3.230
C -1.984 2.254 -1.921
C -0.568 1.673 -1.933
C -0.408 0.623 -2.940
N -0.284 -0.233 -3.691
H -2.374 2.222 -4.060
H -3.377 3.350 -3.157
H -1.688 3.742 -3.476
H -2.695 1.459 -1.693
H -2.047 2.978 -1.107
H -0.343 1.225 -0.963
H 0.168 2.456 -2.126
*
```


Record 2
Below is a single C20H18ClN3O4S2 molecule at a distorted geometry, with properties calculated with ωB97M-V/def2-TZVPD.

Summary:
SMILES: O=C(c1ccco1)N1CCN(/C(=N/S(=O)(=O)c2cccs2)c2ccccc2Cl)CC1
E_tot: -2494.70845 a.u.
E_HOMO: -8.9120 eV

ORCA input file:
```
! RIJCOSX wB97M-V def2-TZVPD def2/J DEFGRID3
* xyz 0 1
O -1.046 4.618 -0.893
C -0.326 3.912 -1.585
C 0.625 4.562 -2.501
C 0.895 5.910 -2.530
C 1.810 6.113 -3.583
C 2.029 4.883 -4.127
O 1.324 3.943 -3.484
N -0.428 2.556 -1.548
C -1.391 1.971 -0.636
C -0.662 1.341 0.559
N 0.312 0.389 0.076
C 0.172 -0.936 0.169
N 1.012 -1.714 -0.426
S 0.878 -3.352 -0.398
O -0.457 -3.783 -0.717
O 1.955 -3.856 -1.189
C 1.177 -3.808 1.293
C 0.434 -4.649 2.059
C 0.966 -4.803 3.358
C 2.099 -4.075 3.542
S 2.542 -3.193 2.129
C -0.936 -1.472 1.001
C -0.782 -1.689 2.364
C -1.789 -2.302 3.089
C -2.950 -2.708 2.454
C -3.123 -2.487 1.099
C -2.117 -1.866 0.379
Cl -2.307 -1.564 -1.299
C 1.270 0.962 -0.844
C 0.521 1.582 -2.034
H 0.477 6.642 -1.872
H 2.241 7.041 -3.895
H 2.643 4.559 -4.944
H -2.058 2.765 -0.296
H -1.960 1.201 -1.164
H -1.376 0.851 1.220
H -0.135 2.125 1.113
H -0.457 -5.123 1.691
H 0.525 -5.427 4.113
H 2.707 -4.006 4.422
H 0.132 -1.377 2.849
H -1.659 -2.469 4.147
H -3.730 -3.198 3.017
H -4.027 -2.796 0.598
H 1.841 1.736 -0.320
H 1.933 0.165 -1.177
H -0.028 0.791 -2.556
H 1.228 2.033 -2.724
*
```


Record 3
Below is 2 unconnected molecules or ions with the total composition CFN2OS at a distorted geometry, with properties calculated with ωB97M-V/def2-TZVPD.

Summary:
E_tot: -720.78391 a.u.
E_HOMO (alpha / beta): -4.9379 / -4.9398 eV

ORCA input file:
```
! RIJCOSX wB97M-V def2-TZVPD def2/J DEFGRID3
* xyz -1 1
C -1.347 1.097 -0.461
N -2.124 1.928 -0.663
N 0.337 -0.711 -0.651
O -0.234 -1.839 -0.242
F 2.281 0.385 1.239
S 1.087 -0.860 0.778
*
```


Record 4
Below is a molecular structure, C27H29GeN5O2Tl at a distorted geometry, with properties calculated with ωB97M-V/def2-TZVPD.

Summary:
E_tot: -3718.89255 a.u.
E_HOMO (alpha / beta): -17.3836 / -17.4606 eV

ORCA input file:
```
! RIJCOSX wB97M-V def2-TZVPD def2/J DEFGRID3
* xyz 3 1
Tl -0.897 -0.182 -0.569
O -1.748 -4.321 1.458
C -1.387 -3.405 0.719
N -1.554 -2.107 1.001
C -2.132 -1.942 2.192
O -2.495 -2.863 2.925
C -2.285 -0.496 2.589
C -2.906 -0.204 3.795
C -2.978 1.131 4.173
C -2.438 2.104 3.348
C -1.862 1.718 2.144
N -1.789 0.441 1.774
C -0.643 -3.643 -0.567
C -0.429 -4.951 -0.974
C 0.395 -5.151 -2.075
C 0.943 -4.056 -2.724
C 0.622 -2.781 -2.275
N -0.154 -2.579 -1.212
H -3.315 -1.001 4.399
H -3.451 1.401 5.108
H -2.468 3.150 3.618
H -1.448 2.449 1.460
H -0.885 -5.769 -0.433
H 0.613 -6.158 -2.406
H 1.619 -4.182 -3.557
H 1.006 -1.898 -2.773
N -3.458 -0.058 -1.317
C -4.022 1.258 -1.680
C -3.500 1.732 -3.030
C -2.013 2.078 -3.035
N -1.149 0.888 -3.040
H -3.644 -0.728 -2.059
H -3.915 -0.406 -0.478
H -3.768 1.978 -0.900
H -5.113 1.213 -1.734
H -4.059 2.621 -3.323
H -3.704 0.972 -3.791
H -1.752 2.693 -2.170
H -1.816 2.688 -3.924
H -0.177 1.132 -3.200
H -1.437 0.215 -3.745
Ge 2.326 0.242 1.181
C 2.052 2.029 1.806
C 1.739 2.155 3.167
C 1.715 3.414 3.741
C 1.982 4.534 2.962
C 2.266 4.411 1.603
C 2.308 3.159 1.018
C 3.385 -0.417 -0.267
C 3.813 -1.749 -0.168
C 4.762 -2.219 -1.058
C 5.266 -1.378 -2.045
C 4.815 -0.065 -2.164
C 3.877 0.424 -1.275
H 1.925 -0.836 2.199
H 1.546 1.271 3.764
H 1.503 3.519 4.796
H 1.974 5.515 3.419
H 2.468 5.292 1.011
H 2.547 3.061 -0.033
H 3.423 -2.389 0.615
H 5.122 -3.235 -0.972
H 6.023 -1.747 -2.724
H 5.213 0.576 -2.938
H 3.543 1.451 -1.349
*
```


Record 5
Below is a molecular structure, C28H47N5O5P2Ti at a distorted geometry, with properties calculated with ωB97M-V/def2-TZVPD.

Summary:
expectation value of S²: 0.766
E_tot: -3276.92836 a.u.
E_HOMO (alpha / beta): -10.2921 / -10.2620 eV

ORCA input file:
```
! RIJCOSX wB97M-V def2-TZVPD def2/J DEFGRID3
* xyz 1 2
Ti 0.045 -0.125 0.866
C 2.189 -2.089 3.884
C 1.084 -1.068 3.945
C 1.377 0.301 3.927
C 2.803 0.739 3.834
C 0.337 1.240 4.002
C 0.605 2.710 4.101
C -0.992 0.815 3.949
C -2.088 1.838 3.950
C -1.288 -0.550 3.922
C -2.720 -0.976 3.797
C -0.251 -1.487 4.006
C -0.554 -2.943 4.158
H 2.570 -2.390 4.868
H 3.036 -1.722 3.305
H 1.856 -2.992 3.372
H 3.351 0.456 4.733
H 2.907 1.816 3.708
H 3.295 0.290 2.971
H 0.497 3.196 3.129
H 1.596 2.935 4.491
H -0.098 3.187 4.790
H -2.197 2.291 4.936
H -3.057 1.419 3.682
H -1.881 2.632 3.233
H -3.279 -0.741 4.705
H -2.831 -2.043 3.602
H -3.200 -0.471 2.959
H -0.495 -3.463 3.200
H -1.543 -3.110 4.581
H 0.150 -3.410 4.849
C 1.971 1.582 -2.046
N 0.837 0.796 -2.497
C 1.020 0.335 -3.858
P -0.639 1.090 -1.849
O -0.658 1.188 -0.352
O -1.584 -0.121 -2.320
P -1.842 -1.293 -1.254
O -0.655 -1.433 -0.347
N -2.147 -2.636 -2.177
C -3.169 -2.536 -3.212
C -0.972 -3.317 -2.706
N -3.284 -0.985 -0.504
C -3.968 0.270 -0.785
C -3.293 -1.232 0.935
N -1.280 2.416 -2.588
C -1.511 2.447 -4.020
C -0.882 3.728 -2.100
H 2.916 1.054 -2.215
H 1.911 1.775 -0.970
H 2.017 2.547 -2.561
H 1.940 -0.252 -3.952
H 1.072 1.167 -4.566
H 0.201 -0.322 -4.168
H -4.109 -2.159 -2.799
H -3.395 -3.518 -3.643
H -2.859 -1.864 -4.019
H -0.262 -3.540 -1.903
H -0.458 -2.705 -3.454
H -1.237 -4.278 -3.160
H -4.084 0.407 -1.865
H -3.423 1.130 -0.386
H -4.980 0.273 -0.365
H -2.902 -2.232 1.152
H -4.310 -1.198 1.340
H -2.677 -0.501 1.470
H -1.873 1.479 -4.381
H -0.602 2.700 -4.573
H -2.282 3.182 -4.277
H -0.889 3.754 -1.006
H -1.579 4.505 -2.433
H 0.123 3.995 -2.440
O 0.870 -1.696 -2.016
C 1.667 -0.877 -1.578
N 1.584 -0.125 -0.468
C 2.694 0.628 -0.392
O 3.014 1.447 0.460
C 3.560 0.350 -1.527
C 4.791 0.858 -1.892
C 5.364 0.365 -3.070
C 4.698 -0.612 -3.839
C 3.451 -1.106 -3.440
C 2.914 -0.598 -2.274
H 5.276 1.608 -1.279
H 6.332 0.739 -3.393
H 5.156 -0.985 -4.751
H 2.913 -1.855 -4.008
H -1.715 -0.125 0.866
*
```


Record 6
Below is a molecular structure, C5H7N2P at a distorted geometry, with properties calculated with ωB97M-V/def2-TZVPD.

Summary:
E_tot: -645.43359 a.u.
E_HOMO: -8.8446 eV

ORCA input file:
```
! RIJCOSX wB97M-V def2-TZVPD def2/J DEFGRID3
* xyz 0 1
C 1.017 1.382 -0.556
C 1.627 1.681 0.642
C -0.055 0.628 -0.111
C -1.109 -2.436 0.172
C -1.381 -0.326 -1.316
N -0.142 0.436 1.167
N 0.893 1.120 1.618
P -2.332 -1.390 -0.069
H 1.418 1.392 -1.542
H 2.619 2.174 0.851
H -0.863 -3.194 0.873
H -0.238 -2.396 -0.657
H -1.875 0.468 -1.808
H -0.704 -0.875 -1.849
H 1.126 1.336 2.584
*
```